Computed, not measured: C19H23ClN4OS as an isolated structure in a non-equilibrium geometry, with the ωB97M-V functional and the def2-TZVPD basis.

ΔE to the lowest compared entry with this formula, charge and spin = 1702.66 kJ/mol
LUMO = -0.215 eV
Molar mass = 390.9 g/mol
Electronic energy = -1889.8211 Ha
Gap between HOMO and LUMO = 7.43 eV

```
! RIJCOSX wB97M-V def2-TZVPD def2/J DEFGRID3
* xyz 0 1
Cl 7.353 -2.397 -0.505
S -0.433 3.072 -0.342
O -2.886 1.988 -1.368
N -3.372 -1.959 0.137
N 3.385 2.800 0.477
N 2.351 3.441 0.446
N -1.963 -0.211 -1.816
C 4.093 0.649 -0.026
C 1.713 1.574 -0.478
C 6.085 -1.231 -0.287
C 3.216 1.744 -0.103
C -3.569 -2.186 -1.173
C -1.921 1.291 -1.309
C -0.487 1.293 -1.017
C -2.753 -3.122 0.949
C -4.067 0.118 1.415
C 5.471 1.113 -0.290
C 1.200 2.853 0.076
C 6.391 0.029 0.026
C 0.690 0.878 -0.813
C -3.348 -0.713 -2.189
C 2.351 5.081 0.773
C 4.638 -1.613 -0.276
C -4.441 -1.418 0.574
C 3.733 -0.741 -0.422
C -2.324 -2.602 2.358
H -1.470 -2.060 1.985
H 4.409 -2.780 -0.464
H 0.822 -0.030 -1.126
H -3.411 -0.877 -3.155
H 7.508 0.061 -0.078
H -5.138 -1.252 0.033
H -3.240 -0.008 2.008
H -4.485 -2.462 -1.731
H -3.675 0.814 0.554
H 2.777 -1.063 -0.311
H 3.338 5.079 1.093
H 5.816 2.001 0.094
H 1.638 5.088 1.547
H -4.042 0.020 -1.529
H -4.829 -1.804 1.411
H -4.823 0.610 1.828
H -2.829 -2.631 -1.593
H -3.556 -3.891 1.009
H -1.822 -3.597 2.591
H -3.023 -2.223 2.746
H 2.056 5.669 0.032
H -1.922 -3.593 0.150
H -1.203 -0.801 -1.911
*
```